1.
Density functional theory data (ωB97M-V/def2-TZVPD) for 9 unconnected molecules or ions with the total composition CH19NO10 in a non-equilibrium geometry.

Summary:
**Energy above the lowest of the compared OMol25 structures with the same formula, charge and spin**: 67.9 kJ/mol
**Net charge**: 0
**E**: -856.665799 hartree
**LUMO level**: 0.02 eV

```
31
CH19NO10 | OMol25 | ωB97M-V/def2-TZVPD
N 0.458 -1.969 0.165
C 1.399 -1.123 -0.431
O 1.927 -1.168 -1.479
O 1.797 -0.035 0.456
H 0.012 -1.738 1.045
H 0.151 -2.727 -0.373
H 1.350 -0.034 1.320
O 1.301 2.065 -0.940
H 1.549 1.393 -0.309
H 2.056 2.020 -1.493
O -2.648 -1.619 0.084
H -3.147 -0.807 0.078
H -3.060 -2.236 -0.628
O 3.764 1.288 -1.356
H 3.659 1.996 -0.703
H 3.575 0.513 -0.871
O -3.311 1.114 -1.335
H -2.737 0.434 -1.525
H -3.510 1.730 -2.057
O -0.789 -0.184 -3.396
H -1.055 0.701 -3.689
H -0.213 0.074 -2.647
O -1.023 1.686 2.109
H -0.928 1.727 1.166
H -1.701 1.034 2.283
O -2.276 -0.784 2.525
H -2.172 -1.616 2.005
H -2.335 -1.155 3.368
O 0.729 -0.060 3.027
H 1.142 0.160 3.918
H -0.001 0.624 2.985
```

---

2.
Density functional theory data (ωB97M-V/def2-TZVPD) for a molecular structure, CH4BrNO2S in a non-equilibrium geometry.

Summary:
**Energy above the lowest of the compared OMol25 structures with the same formula, charge and spin**: 202.9 kJ/mol
**Net charge**: 0
**E**: -3217.663862 hartree
**2S+1**: 3
**LUMO level (alpha / beta)**: 0.49 / -4.28 eV
**⟨S²⟩**: 2.004

```
10
CH4BrNO2S | OMol25 | ωB97M-V/def2-TZVPD
C 0.254 -1.081 0.451
N -0.078 1.510 0.375
O -1.427 -0.044 -1.250
O 0.972 0.491 -1.503
S -0.134 0.239 -0.674
Br 0.109 -2.654 -0.661
H 1.611 -0.861 0.653
H -0.504 -1.175 1.327
H -0.295 2.380 0.099
H -0.509 1.195 1.181
```

---

3.
Density functional theory data (ωB97M-V/def2-TZVPD) for a molecular structure, C31H29N7TeY in a non-equilibrium geometry.

Summary:
**Energy above the lowest of the compared OMol25 structures with the same formula, charge and spin**: 188.1 kJ/mol
**Net charge**: +1
**E**: -1888.222003 hartree
**LUMO level**: -3.38 eV

```
69
C31H29N7TeY | OMol25 | ωB97M-V/def2-TZVPD
Y -0.076 0.431 0.118
C 2.242 2.832 0.510
C 1.804 3.281 -0.749
C 0.408 3.253 -0.761
C -0.043 2.808 0.507
C 1.114 2.558 1.297
H 3.272 2.730 0.831
H 2.428 3.594 -1.574
H -0.232 3.572 -1.573
H -1.032 3.018 0.900
H 1.119 2.358 2.362
N 1.551 -3.484 2.300
C 1.579 -2.155 2.265
N 0.952 -1.741 1.182
C 0.558 -2.903 0.579
N 0.901 -3.987 1.229
C -0.181 -2.935 -0.697
C -0.649 -4.126 -1.232
N -1.305 -4.161 -2.387
C -1.487 -2.996 -3.006
C -1.033 -1.806 -2.472
N -0.376 -1.772 -1.315
H 1.939 -4.105 2.992
H 2.053 -1.540 3.015
H -0.487 -5.061 -0.710
H -2.018 -3.008 -3.950
H -1.203 -0.866 -2.977
C -1.438 -0.623 3.214
N -1.564 -0.231 1.804
C -2.780 -0.069 1.364
C -3.087 0.374 0.060
C -4.343 0.633 -0.486
C -4.123 1.134 -1.771
C -2.740 1.149 -1.950
N -2.095 0.690 -0.862
C -1.961 0.407 4.194
C -2.660 -0.007 5.322
C -3.115 0.922 6.252
C -2.879 2.276 6.056
C -2.188 2.698 4.925
C -1.735 1.769 3.999
H -0.383 -0.798 3.412
H -1.947 -1.574 3.382
H -3.626 -0.261 2.028
H -5.290 0.489 0.015
H -4.863 1.458 -2.487
H -2.192 1.493 -2.818
H -2.854 -1.064 5.477
H -3.661 0.587 7.126
H -3.239 3.001 6.776
H -2.004 3.754 4.763
H -1.208 2.110 3.114
C 4.268 1.199 -1.798
Te 2.658 -0.138 -1.443
C 3.823 -0.818 0.214
C 5.234 -0.377 -0.095
C 6.321 -0.917 0.587
C 7.608 -0.485 0.310
C 7.818 0.495 -0.654
C 6.742 1.034 -1.339
C 5.445 0.602 -1.063
H 4.001 2.185 -1.440
H 4.426 1.236 -2.873
H 3.737 -1.898 0.308
H 3.435 -0.335 1.110
H 6.159 -1.686 1.333
H 8.449 -0.917 0.839
H 8.823 0.830 -0.879
H 6.907 1.791 -2.100
```

---

4.
Density functional theory data (ωB97M-V/def2-TZVPD) for 3 unconnected molecules or ions with the total composition C43H87BF2N9O3P2Si in a non-equilibrium geometry.

Summary:
**Net charge**: +1
**E**: -3605.163621 hartree
**LUMO level**: -2.68 eV

```
148
C43H87BF2N9O3P2Si | OMol25 | ωB97M-V/def2-TZVPD
C 10.156 -6.622 -1.499
C 10.720 -5.250 -2.174
C 9.681 -4.666 -3.280
C 9.271 -3.135 -2.880
C 8.016 -3.089 -1.852
C 6.848 -2.056 -2.330
C 6.538 -1.029 -1.139
C 5.154 -0.223 -1.244
C 4.215 -0.585 -2.493
C 3.251 0.715 -2.733
C 3.791 1.872 -3.713
C 5.326 2.261 -3.511
C 5.656 3.705 -2.969
C 7.142 4.161 -2.746
C 8.355 3.205 -2.999
C 8.039 1.788 -3.532
C 6.549 1.354 -3.797
C 1.948 0.020 -3.446
C 0.536 0.676 -2.986
B 0.087 1.557 -4.305
N -1.213 1.332 -5.060
O 0.933 2.612 -4.857
C -0.557 -0.228 -2.248
F 0.046 -0.970 -1.154
F -1.500 0.704 -1.655
C -1.279 -1.322 -3.173
C -2.863 -1.386 -2.868
Si -3.683 -3.063 -3.357
C -4.028 -3.240 -5.234
C -2.495 -4.514 -2.847
C -5.252 -3.238 -2.255
C -5.889 -4.627 -1.985
C -7.144 -4.660 -1.043
C -7.714 -3.367 -0.388
C -7.075 -1.986 -0.687
C -5.820 -1.913 -1.638
C 1.112 1.598 -1.762
N 0.827 3.080 -1.891
N 2.592 1.317 -1.516
H 10.950 -6.949 -0.740
H 10.043 -7.444 -2.288
H 9.144 -6.367 -1.033
H 11.735 -5.420 -2.699
H 10.845 -4.438 -1.368
H 8.750 -5.346 -3.370
H 10.195 -4.648 -4.304
H 9.013 -2.621 -3.867
H 10.229 -2.675 -2.445
H 8.387 -2.878 -0.789
H 7.551 -4.135 -1.872
H 5.962 -2.687 -2.673
H 7.323 -1.434 -3.183
H 6.581 -1.609 -0.153
H 7.382 -0.237 -1.098
H 5.382 0.905 -1.137
H 4.545 -0.488 -0.291
H 3.563 -1.484 -2.173
H 4.750 -0.741 -3.485
H 3.182 2.822 -3.447
H 3.598 1.684 -4.822
H 4.856 4.489 -2.748
H 7.419 5.219 -2.385
H 9.445 3.477 -2.823
H 8.874 1.022 -3.747
H 6.414 0.309 -4.222
H 2.020 0.268 -4.570
H 1.894 -1.120 -3.468
H -0.997 0.519 -5.675
H -1.969 1.081 -4.407
H 0.923 2.428 -5.826
H -1.116 -1.168 -4.296
H -0.778 -2.334 -2.923
H -2.990 -1.300 -1.722
H -3.444 -0.484 -3.301
H -4.306 -2.243 -5.723
H -3.028 -3.574 -5.717
H -4.787 -4.067 -5.493
H -3.183 -5.387 -2.576
H -1.782 -4.761 -3.712
H -1.931 -4.159 -1.902
H -5.481 -5.601 -2.436
H -7.676 -5.641 -0.788
H -8.618 -3.395 0.327
H -7.438 -1.005 -0.233
H -5.387 -0.878 -1.825
H 0.688 1.392 -0.710
H 1.150 3.524 -1.007
H -0.206 3.190 -1.855
H 3.120 2.042 -1.000
H 2.537 0.537 -0.821
O -1.655 1.000 3.452
P -1.042 -0.358 3.849
N -1.814 -1.212 2.582
C -3.180 -1.685 2.551
C -1.378 -0.824 1.244
N -1.861 -0.421 5.354
C -3.006 -1.249 5.670
C -1.976 0.852 6.070
N -0.297 -1.898 4.292
C -0.418 -3.195 3.652
C 0.448 -1.964 5.548
H -3.312 -2.416 1.744
H -3.903 -0.873 2.406
H -3.448 -2.247 3.437
H -0.298 -0.978 1.147
H -1.595 0.231 1.033
H -1.848 -1.426 0.460
H -3.908 -0.911 5.151
H -3.221 -1.230 6.744
H -2.813 -2.300 5.444
H -2.820 1.447 5.703
H -1.063 1.444 5.959
H -2.106 0.688 7.144
H -1.375 -3.665 3.888
H 0.370 -3.884 3.979
H -0.299 -3.136 2.568
H -0.152 -2.443 6.328
H 0.730 -0.968 5.892
H 1.378 -2.525 5.434
O -7.266 3.114 4.703
P -6.198 4.217 4.827
N -7.181 5.442 4.148
C -7.435 5.683 2.747
C -8.360 5.779 4.946
N -5.119 3.459 3.729
C -4.854 3.873 2.370
C -5.054 1.999 3.808
N -4.954 5.455 5.044
C -5.003 6.871 4.733
C -3.624 5.023 5.466
H -7.876 6.676 2.603
H -8.109 4.937 2.307
H -6.526 5.731 2.159
H -8.050 6.108 5.944
H -9.034 4.923 5.061
H -8.935 6.603 4.512
H -5.711 3.688 1.713
H -3.999 3.328 1.952
H -4.563 4.925 2.323
H -5.868 1.527 3.243
H -5.116 1.663 4.847
H -4.098 1.624 3.422
H -4.896 7.045 3.659
H -4.198 7.423 5.231
H -5.922 7.342 5.087
H -2.937 4.996 4.614
H -3.655 4.028 5.915
H -3.207 5.689 6.225
```

---

5.
Density functional theory data (ωB97M-V/def2-TZVPD) for a single C4H5N3 molecule.

Summary:
**Energy above the lowest of the compared OMol25 structures with the same formula, charge and spin**: 52.7 kJ/mol
**Net charge**: 0
**E**: -319.692126 hartree
**LUMO level**: 0.84 eV

```
12
C4H5N3 | OMol25 | ωB97M-V/def2-TZVPD
N -2.003 0.097 -0.267
C -0.625 0.032 -0.104
C 0.152 1.156 0.187
N 1.474 1.115 0.298
C 2.044 -0.075 0.123
N 1.416 -1.216 -0.150
C 0.093 -1.156 -0.263
H -2.448 0.887 0.180
H -2.489 -0.768 -0.076
H -0.320 2.126 0.341
H 3.126 -0.108 0.217
H -0.421 -2.091 -0.485
```

---

6.
Density functional theory data (ωB97M-V/def2-TZVPD) for a single C17H33N3OS molecule.

Summary:
**Energy above the lowest of the compared OMol25 structures with the same formula, charge and spin**: 0.0 kJ/mol
**Net charge**: 0
**E**: -1305.283325 hartree
**LUMO level**: 0.80 eV

```
55
C17H33N3OS | OMol25 | ωB97M-V/def2-TZVPD
C -4.877 -2.069 0.558
C -3.447 -1.546 0.523
C -3.374 -0.157 -0.118
N -2.001 0.307 -0.182
C -1.513 0.955 1.026
C -2.058 2.382 1.216
C -1.864 3.272 -0.010
C -2.241 2.527 -1.287
C -1.655 1.106 -1.344
C -0.130 1.058 -1.515
C 0.658 1.435 -0.259
N 2.009 0.932 -0.403
C 3.084 1.586 0.066
S 3.002 3.059 0.828
N 4.306 1.029 -0.112
C 4.632 -0.136 -0.895
C 4.840 -1.397 -0.045
C 3.605 -1.788 0.762
O 2.507 -2.000 -0.103
C 1.478 -2.774 0.483
C 0.296 -2.850 -0.470
C 0.016 0.869 1.012
H -5.281 -2.144 -0.449
H -4.913 -3.054 1.016
H -5.515 -1.400 1.132
H -2.816 -2.226 -0.049
H -3.052 -1.501 1.539
H -3.760 -0.230 -1.139
H -4.032 0.530 0.435
H -1.858 0.360 1.880
H -1.578 2.834 2.085
H -3.127 2.309 1.433
H -0.835 3.619 -0.065
H -2.493 4.162 0.089
H -1.915 3.091 -2.162
H -3.330 2.436 -1.338
H -2.085 0.609 -2.224
H 0.166 1.705 -2.342
H 0.134 0.032 -1.783
H 0.758 2.518 -0.172
H 2.090 -0.063 -0.580
H 5.066 1.562 0.282
H 5.555 0.068 -1.447
H 3.838 -0.316 -1.622
H 5.663 -1.238 0.653
H 5.102 -2.218 -0.713
H 3.358 -1.001 1.492
H 3.821 -2.710 1.320
H 1.171 -2.325 1.440
H 1.863 -3.783 0.695
H -0.424 -3.571 -0.094
H -0.193 -1.883 -0.560
H 0.637 -3.169 -1.451
H 0.429 1.385 1.881
H 0.283 -0.187 1.085
```

---

7.
Density functional theory data (ωB97M-V/def2-TZVPD) for 3 unconnected molecules or ions with the total composition C2H7O4 in a non-equilibrium geometry.

Summary:
**Energy above the lowest of the compared OMol25 structures with the same formula, charge and spin**: 126.0 kJ/mol
**Net charge**: -1
**E**: -381.412191 hartree
**LUMO level**: 3.67 eV

```
13
C2H7O4 | OMol25 | ωB97M-V/def2-TZVPD
O 0.891 -2.431 0.897
C 0.521 -1.239 0.784
O 1.132 -0.222 0.787
C -1.046 -1.037 0.544
H -1.213 -0.127 0.131
H -1.394 -1.929 0.037
H -1.488 -1.113 1.514
H -1.996 1.469 -1.739
H -0.539 0.850 -2.218
O -1.444 1.137 -2.421
H 1.640 1.749 0.061
H 2.532 0.956 0.983
O 2.403 1.938 0.642
```

---

8.
Density functional theory data (ωB97M-V/def2-TZVPD) for a single C14H22O6 molecule.

Summary:
**Energy above the lowest of the compared OMol25 structures with the same formula, charge and spin**: 0.0 kJ/mol
**Net charge**: 0
**E**: -998.034518 hartree
**LUMO level**: 0.83 eV

```
42
C14H22O6 | OMol25 | ωB97M-V/def2-TZVPD
O -0.046 0.306 -3.570
C 0.521 1.511 -3.101
C 0.229 1.611 -1.608
O 0.735 2.846 -1.135
C 0.350 3.162 0.177
C 1.031 2.314 1.265
O 0.536 0.993 1.362
C -0.798 0.798 1.620
C -1.603 1.640 2.365
C -2.939 1.324 2.572
C -3.472 0.171 2.034
C -2.676 -0.686 1.287
C -1.342 -0.384 1.075
O -0.458 -1.142 0.372
C -0.924 -2.219 -0.414
C 0.254 -2.733 -1.253
O 1.098 -3.625 -0.559
C 1.838 -3.073 0.512
C 2.915 -2.061 0.103
O 2.429 -0.791 -0.245
H 0.216 0.178 -4.487
H 1.608 1.523 -3.249
H 0.087 2.377 -3.619
H 0.704 0.765 -1.103
H -0.858 1.557 -1.447
H -0.743 3.080 0.283
H 0.646 4.205 0.319
H 2.087 2.189 1.014
H 0.951 2.832 2.229
H -1.199 2.547 2.786
H -3.557 1.990 3.155
H -4.512 -0.072 2.189
H -3.104 -1.582 0.867
H -1.307 -3.029 0.222
H -1.719 -1.876 -1.087
H -0.135 -3.316 -2.090
H 0.808 -1.871 -1.640
H 1.170 -2.607 1.249
H 2.325 -3.936 0.974
H 3.454 -2.432 -0.773
H 3.626 -1.976 0.941
H 1.772 -0.507 0.409
```

---

9.
Density functional theory data (ωB97M-V/def2-TZVPD) for 8 unconnected molecules or ions with the total composition C4H24N2O9 in a non-equilibrium geometry.

Summary:
**Energy above the lowest of the compared OMol25 structures with the same formula, charge and spin**: 174.2 kJ/mol
**Net charge**: 0
**E**: -953.483276 hartree
**LUMO level**: 0.44 eV

```
39
C4H24N2O9 | OMol25 | ωB97M-V/def2-TZVPD
C 2.587 -2.705 -0.034
C 2.312 -1.414 0.743
N 1.764 -1.698 2.021
C 1.245 -0.609 -0.058
O 0.060 -0.919 -0.014
N 1.592 0.516 -0.772
C 2.772 0.485 -1.581
O 2.757 -0.524 -2.598
H 1.630 -3.223 0.032
H 3.013 -2.453 -1.010
H 3.469 -3.222 0.351
H 3.175 -0.733 0.735
H 1.354 -0.920 2.503
H 1.509 -2.607 2.350
H 0.917 1.200 -1.108
H 2.940 1.476 -1.999
H 3.643 0.191 -0.984
H 2.458 -0.121 -3.419
O -1.625 1.156 0.452
H -1.038 0.540 -0.021
H -2.495 0.749 0.414
O 0.092 2.654 -1.933
H -0.164 2.645 -2.869
H -0.833 2.649 -1.635
O -2.749 0.576 3.476
H -2.267 -0.257 3.439
H -2.050 1.213 3.695
O -2.611 -0.788 -1.081
H -3.368 -0.198 -1.039
H -2.507 -1.247 -0.244
O -0.696 0.061 -2.851
H 0.005 -0.583 -2.694
H -1.360 -0.237 -2.199
O -0.361 1.828 2.843
H 0.320 2.487 2.763
H -0.936 1.581 2.104
O -4.152 0.277 1.153
H -4.968 -0.227 1.169
H -3.923 0.551 2.066
```

---

- What is the formula in the eighth record?
  C14H22O6

---

- E of number 2 (CH4BrNO2S)?
  -3217.663862 hartree

---

Please write out number 1 again, unchanged.
Density functional theory data (ωB97M-V/def2-TZVPD) for 9 unconnected molecules or ions with the total composition CH19NO10 in a non-equilibrium geometry.

Summary:
**Energy above the lowest of the compared OMol25 structures with the same formula, charge and spin**: 67.9 kJ/mol
**Net charge**: 0
**E**: -856.665799 hartree
**LUMO level**: 0.02 eV

```
31
CH19NO10 | OMol25 | ωB97M-V/def2-TZVPD
N 0.458 -1.969 0.165
C 1.399 -1.123 -0.431
O 1.927 -1.168 -1.479
O 1.797 -0.035 0.456
H 0.012 -1.738 1.045
H 0.151 -2.727 -0.373
H 1.350 -0.034 1.320
O 1.301 2.065 -0.940
H 1.549 1.393 -0.309
H 2.056 2.020 -1.493
O -2.648 -1.619 0.084
H -3.147 -0.807 0.078
H -3.060 -2.236 -0.628
O 3.764 1.288 -1.356
H 3.659 1.996 -0.703
H 3.575 0.513 -0.871
O -3.311 1.114 -1.335
H -2.737 0.434 -1.525
H -3.510 1.730 -2.057
O -0.789 -0.184 -3.396
H -1.055 0.701 -3.689
H -0.213 0.074 -2.647
O -1.023 1.686 2.109
H -0.928 1.727 1.166
H -1.701 1.034 2.283
O -2.276 -0.784 2.525
H -2.172 -1.616 2.005
H -2.335 -1.155 3.368
O 0.729 -0.060 3.027
H 1.142 0.160 3.918
H -0.001 0.624 2.985
```